i | {"formula": "C8H15N2", "method": "the ωB97M-V functional and the def2-TZVPD basis", "elements": ["C", "C", "C", "C", "C", "C", "C", "C", "N", "N", "H", "H", "H", "H", "H", "H", "H", "H", "H", "H", "H", "H", "H", "H", "H"], "positions_angstrom": [[-0.167, -0.357, -0.677], [-1.100, 0.506, -0.994], [-0.141, 0.864, 1.852], [-1.762, 1.465, -0.024], [-1.607, 0.449, -2.466], [2.141, -0.298, -0.098], [0.600, -2.406, 0.453], [0.989, -1.191, -0.493], [-1.126, 1.615, 1.257], [0.330, 1.235, 2.962], [-1.632, 2.397, -0.559], [-2.795, 1.197, 0.007], [-1.065, 0.022, -3.356], [-2.097, 1.316, -2.869], [-2.402, -0.338, -2.648], [3.117, -0.618, -0.767], [2.328, -0.397, 0.949], [1.956, 0.748, -0.311], [0.848, -2.128, 1.579], [1.177, -3.224, 0.110], [-0.473, -2.576, 0.290], [1.289, -1.558, -1.388], [-1.329, 2.537, 1.596], [1.075, 0.600, 3.281], [-0.023, 1.887, 3.743]], "homo_lumo_gap_ev": 7.9, "lumo_ev": -4.84, "total_charge": 1}

---

ii | {"formula": "C8H15N2", "method": "the ωB97M-V functional and the def2-TZVPD basis", "elements": ["C", "C", "C", "C", "C", "C", "C", "N", "N", "C", "H", "H", "H", "H", "H", "H", "H", "H", "H", "H", "H", "H", "H", "H", "H"], "positions_angstrom": [[-1.545, -1.924, -1.306], [-0.446, -1.512, -0.397], [-0.199, -0.255, -0.053], [-0.173, 1.108, -0.625], [-0.706, 2.278, 0.194], [1.209, 1.525, -1.119], [0.872, -0.483, 1.483], [1.456, 0.436, 2.214], [0.844, -1.755, 1.557], [0.205, -2.543, 0.451], [-1.903, -2.948, -1.202], [-1.064, -1.990, -2.363], [-2.315, -1.250, -1.541], [-0.761, 0.994, -1.587], [-0.670, 2.062, 1.248], [-1.741, 2.538, -0.025], [-0.091, 3.127, 0.020], [1.107, 2.475, -1.800], [1.510, 0.590, -1.781], [1.890, 1.682, -0.302], [1.181, 1.338, 1.966], [1.887, 0.208, 3.105], [1.407, -2.181, 2.320], [-0.523, -3.221, 0.902], [0.822, -3.186, -0.065]], "smiles": "CC1=C(C(C)C)C(=[NH2+])NC1", "homo_lumo_gap_ev": 10.6, "lumo_ev": -2.75, "total_charge": 1}

---

The data favor ii; the next most stable structure lies 78.2 kcal/mol above it.

---

i | {"formula": "C4H6N4", "method": "the ωB97M-V functional and the def2-TZVPD basis", "elements": ["C", "C", "N", "C", "N", "N", "C", "N", "H", "H", "H", "H", "H", "H"], "positions_angstrom": [[1.477, 0.063, 0.754], [0.552, 0.909, 1.258], [-0.745, 0.976, 0.931], [-1.632, 0.298, 0.235], [-1.473, -0.293, -0.924], [-0.467, -0.800, -1.596], [0.858, -1.009, -1.251], [1.618, -0.881, -0.115], [2.512, 0.268, 1.232], [0.795, 1.653, 2.005], [-1.309, 1.559, 1.701], [-2.786, 0.265, 0.279], [-0.722, -1.200, -2.543], [1.323, -1.808, -1.966]], "smiles": "c1c[nH]cn[nH]cn1", "homo_lumo_gap_ev": 8.4, "lumo_ev": 0.54, "total_charge": 0}

---

ii | {"formula": "C4H6N4", "method": "the ωB97M-V functional and the def2-TZVPD basis", "elements": ["C", "C", "C", "C", "H", "H", "H", "H", "H", "H", "N", "N", "N", "N"], "positions_angstrom": [[2.466, -0.919, 0.158], [1.164, -0.341, -0.084], [-1.205, -0.407, 0.155], [0.163, 1.685, -0.189], [2.465, -2.012, 0.108], [3.382, -0.452, -0.435], [-0.218, -2.125, -0.064], [-3.158, -0.163, -0.051], [-1.856, 1.818, -0.013], [0.324, 2.733, -0.381], [-0.118, -1.070, 0.219], [-2.423, -0.965, -0.492], [-1.069, 0.976, 0.653], [1.257, 1.073, -0.295]], "homo_lumo_gap_ev": 8.5, "lumo_ev": -0.11, "total_charge": 0}

---

iii | {"formula": "C4H6N4", "method": "the ωB97M-V functional and the def2-TZVPD basis", "elements": ["H", "N", "C", "N", "C", "N", "N", "C", "C", "H", "H", "H", "H", "H"], "positions_angstrom": [[-1.137, 1.502, -3.289], [-1.095, 1.835, -2.229], [-0.736, 1.057, -1.354], [-1.045, 1.258, 0.058], [-0.186, 0.470, 0.616], [0.767, -0.259, -0.093], [0.227, -0.048, -1.392], [0.735, -1.353, 1.006], [-0.012, -0.241, 1.839], [0.907, 0.135, -2.017], [0.037, -2.205, 0.753], [1.643, -1.802, 1.276], [-0.899, -0.562, 2.406], [0.797, 0.211, 2.418]], "smiles": "[H]/N=c1/nc2n([nH]1)CC2", "homo_lumo_gap_ev": 9.5, "lumo_ev": 0.79, "total_charge": 0}

---

The data favor iii; the next most stable structure lies 12.6 kcal/mol above it.

---

i | {"formula": "C4H6N4", "method": "the ωB97M-V functional and the def2-TZVPD basis", "elements": ["H", "N", "C", "N", "N", "C", "C", "N", "C", "H", "H", "H", "H", "H"], "positions_angstrom": [[-1.049, -1.397, -1.719], [-1.301, -1.675, -0.790], [-0.830, -0.958, 0.142], [-1.296, -1.134, 1.470], [0.104, 0.096, 0.004], [1.316, 0.157, -0.787], [1.675, 1.486, -0.782], [0.721, 2.253, -0.096], [-0.179, 1.414, 0.349], [-0.590, -1.220, 2.259], [-1.749, -1.965, 1.467], [1.697, -0.694, -1.311], [2.495, 1.998, -1.234], [-1.015, 1.639, 1.025]], "smiles": "[H]/N=C(/N)n1ccnc1", "homo_lumo_gap_ev": 10.1, "lumo_ev": 0.81, "total_charge": 0}

---

ii | {"formula": "C4H6N4", "method": "the ωB97M-V functional and the def2-TZVPD basis", "elements": ["C", "C", "C", "C", "N", "N", "N", "N", "H", "H", "H", "H", "H", "H"], "positions_angstrom": [[-0.552, 0.020, -0.322], [-1.946, 0.220, -0.158], [2.885, 1.007, 0.011], [-2.882, -0.948, -0.377], [1.516, 1.099, -0.516], [0.501, 0.536, -0.205], [-2.408, 1.544, -0.475], [-2.342, 1.311, 0.726], [2.949, 2.005, 0.335], [3.710, 0.956, -0.760], [3.084, 0.327, 0.812], [-2.821, -1.243, -1.392], [-3.812, -0.580, 0.084], [-2.556, -1.607, 0.517]], "homo_lumo_gap_ev": 8.4, "lumo_ev": 0.29, "total_charge": 0}

---

The data favor i; the next most stable structure lies 134.5 kcal/mol above it.

---

i | {"formula": "C4H6N4", "method": "the ωB97M-V functional and the def2-TZVPD basis", "elements": ["C", "C", "N", "N", "C", "C", "N", "N", "H", "H", "H", "H", "H", "H"], "positions_angstrom": [[1.174, 2.275, -0.831], [0.071, 1.274, -0.178], [-1.132, 1.615, 0.210], [-1.811, 0.573, 0.681], [-1.060, -0.524, 0.472], [-1.419, -1.821, 0.682], [0.218, -0.108, -0.047], [1.310, -0.883, -0.327], [2.041, 1.716, -0.581], [0.940, 3.296, -1.240], [-0.780, -2.567, 0.374], [-2.461, -1.872, 1.127], [1.779, -1.339, 0.575], [1.130, -1.635, -0.915]], "smiles": "C=c1nnc(=C)n1N", "homo_lumo_gap_ev": [7.9, 7.4], "lumo_ev": [-0.86, -0.57], "total_charge": 0}

---

ii | {"formula": "C4H6N4", "method": "the ωB97M-V functional and the def2-TZVPD basis", "elements": ["C", "N", "N", "C", "C", "N", "N", "C", "H", "H", "H", "H", "H", "H"], "positions_angstrom": [[0.143, 1.159, -1.334], [-0.774, 0.369, -1.839], [-0.855, -0.741, -1.224], [-0.424, -0.427, 0.209], [0.218, -1.197, 1.272], [0.976, -0.374, 1.840], [1.014, 0.943, 1.187], [0.706, 0.508, -0.160], [0.228, 1.914, -2.228], [-1.762, -1.402, -1.416], [-1.010, 0.328, 0.736], [-0.034, -2.170, 1.799], [0.007, 1.239, 1.594], [1.566, -0.148, -0.436]], "smiles": "C1=NN[C@H]2C=NN[C@H]12", "homo_lumo_gap_ev": 9.7, "lumo_ev": 0.79, "total_charge": 0}

---

iii | {"formula": "C4H6N4", "method": "the ωB97M-V functional and the def2-TZVPD basis", "elements": ["H", "N", "C", "N", "C", "N", "C", "C", "N", "H", "H", "H", "H", "H"], "positions_angstrom": [[-2.084, -1.436, 0.433], [-2.569, -0.783, -0.299], [-1.859, 0.226, -0.533], [-0.645, 0.375, -0.045], [-0.246, 1.703, 0.536], [-0.138, -0.778, 0.501], [1.022, -1.200, 0.361], [2.185, -0.355, -0.122], [2.889, 0.371, -0.641], [-2.188, 0.995, -1.169], [0.840, 1.822, 0.466], [-0.556, 1.824, 1.632], [-0.765, 2.453, -0.065], [1.387, -2.197, 0.646]], "smiles": "[H]/N=C\\N(C)/N=C\\C#N", "homo_lumo_gap_ev": 8.8, "lumo_ev": -0.29, "total_charge": 0}

---

iv | {"formula": "C4H6N4", "method": "the ωB97M-V functional and the def2-TZVPD basis", "elements": ["H", "N", "C", "N", "N", "C", "C", "N", "C", "H", "H", "H", "H", "H"], "positions_angstrom": [[-2.350, 1.288, -0.058], [-2.378, 0.320, 0.110], [-1.198, 0.007, -0.015], [-0.777, -1.277, 0.159], [0.444, -1.771, -0.144], [1.444, -0.984, 0.058], [0.959, 0.343, 0.462], [1.043, 1.638, -0.138], [0.014, 0.695, -0.549], [-1.455, -1.966, -0.213], [2.359, -1.366, -0.338], [0.840, 0.547, 1.498], [0.760, 2.309, 0.603], [0.294, 0.218, -1.434]], "smiles": "[H]/N=C1/NN=C[C@H]2N[C@H]12", "homo_lumo_gap_ev": 9.9, "lumo_ev": 0.82, "total_charge": 0}

---

The data favor iii; the next most stable structure lies 38.8 kcal/mol above it.

---

i | {"formula": "C6H10OS", "method": "the ωB97M-V functional and the def2-TZVPD basis", "elements": ["O", "C", "C", "C", "C", "S", "C", "C", "H", "H", "H", "H", "H", "H", "H", "H", "H", "H"], "positions_angstrom": [[-1.148, -1.832, 0.644], [0.160, -1.778, 1.159], [0.876, -0.432, 1.022], [-0.064, 0.783, 1.294], [-0.196, 1.525, -0.024], [-0.951, 0.650, -1.433], [0.777, 0.980, -1.012], [1.546, -0.154, -0.354], [-1.155, -1.428, -0.248], [0.081, -2.043, 2.235], [0.790, -2.585, 0.703], [1.684, -0.465, 1.793], [0.397, 1.425, 2.020], [-1.012, 0.462, 1.677], [-0.430, 2.583, -0.024], [1.293, 1.669, -1.700], [1.578, -1.069, -1.002], [2.575, 0.157, -0.189]], "smiles": "OC[C@@H]1C[C@@H]2S[C@@H]2C1", "homo_lumo_gap_ev": 9.9, "lumo_ev": 0.81, "total_charge": 0}

---

ii | {"formula": "C6H10OS", "method": "the ωB97M-V functional and the def2-TZVPD basis", "elements": ["C", "C", "O", "C", "C", "C", "S", "C", "H", "H", "H", "H", "H", "H", "H", "H", "H", "H"], "positions_angstrom": [[0.093, 2.296, -0.536], [-0.504, 1.562, 0.486], [-0.937, 0.354, 0.257], [-0.727, -0.434, -0.783], [-1.002, -0.215, -1.987], [-0.410, -1.794, -0.233], [1.167, -2.007, 0.565], [1.316, -0.851, 1.899], [0.611, 3.363, -0.347], [0.433, 2.049, -1.563], [-0.884, 1.805, 1.610], [-1.190, 0.751, -2.560], [-0.576, -0.947, -2.699], [-0.430, -2.480, -1.069], [-1.309, -2.005, 0.265], [1.562, 0.299, 1.605], [0.518, -0.861, 2.682], [2.268, -0.887, 2.408]], "smiles": "C=COC(=C)CSC", "homo_lumo_gap_ev": 9.4, "lumo_ev": 0.85, "total_charge": 0}

---

The data favor i; the next most stable structure lies 83.6 kcal/mol above it.

---

i | {"formula": "C12H20O", "method": "the ωB97M-V functional and the def2-TZVPD basis", "elements": ["C", "C", "C", "C", "C", "C", "O", "C", "C", "H", "H", "H", "H", "H", "H", "H", "H", "H", "H", "C", "C", "C", "C", "H", "H", "H", "H", "H", "H", "H", "H", "H", "H"], "positions_angstrom": [[-1.425, 3.168, -0.902], [-0.412, 2.301, -0.348], [-0.674, 1.239, 0.777], [-1.053, -0.025, 0.366], [-1.373, -1.002, 1.368], [-1.340, -0.630, 2.751], [-1.526, -1.444, 3.843], [-0.979, 0.665, 3.079], [-0.787, 1.592, 2.072], [-2.502, 2.608, -1.046], [-1.195, 3.615, -1.828], [-2.025, 3.867, -0.230], [0.124, 1.650, -1.099], [0.423, 3.057, -0.090], [-1.087, -0.430, -0.654], [-1.348, -2.054, 1.141], [-2.004, -2.263, 3.531], [-0.970, 0.819, 4.199], [-0.678, 2.663, 2.436], [3.543, -1.316, -2.357], [2.081, -0.973, -2.708], [1.776, -1.506, -4.096], [1.057, -1.524, -1.669], [3.607, -2.368, -2.200], [3.851, -0.964, -1.370], [4.206, -0.953, -3.165], [2.151, 0.184, -2.532], [1.825, -2.620, -4.017], [0.739, -1.472, -4.513], [2.345, -1.006, -4.843], [1.272, -0.962, -0.727], [0.031, -1.154, -1.896], [0.952, -2.593, -1.840]], "smiles": "CCc1ccc(O)cc1.CC(C)C", "homo_lumo_gap_ev": 9.4, "lumo_ev": 0.82, "total_charge": 0}

---

ii | {"formula": "C12H20O", "method": "the ωB97M-V functional and the def2-TZVPD basis", "elements": ["C", "C", "C", "C", "C", "C", "O", "C", "C", "H", "H", "H", "H", "H", "H", "H", "H", "H", "H", "C", "C", "C", "C", "H", "H", "H", "H", "H", "H", "H", "H", "H", "H"], "positions_angstrom": [[-3.628, 2.014, -2.636], [-2.914, 2.532, -1.398], [-2.054, 1.575, -0.668], [-1.533, 0.309, -0.995], [-0.682, -0.490, -0.217], [-0.355, 0.039, 1.026], [0.549, -0.495, 1.946], [-0.829, 1.286, 1.407], [-1.790, 2.055, 0.606], [-4.592, 1.673, -2.297], [-2.831, 1.370, -3.120], [-3.785, 2.593, -3.605], [-2.291, 3.428, -1.831], [-3.603, 3.102, -0.752], [-1.958, -0.225, -1.875], [-0.186, -1.173, -0.863], [0.396, 0.073, 2.837], [-0.618, 1.712, 2.430], [-2.366, 2.869, 1.033], [1.976, -3.009, 0.960], [2.899, -1.800, 0.622], [4.425, -2.078, 0.361], [2.544, -1.001, -0.678], [1.804, -3.700, 0.098], [0.939, -2.742, 1.147], [2.300, -3.608, 1.908], [2.937, -1.112, 1.389], [4.416, -2.647, -0.560], [4.778, -1.004, 0.186], [4.909, -2.823, 1.187], [1.708, -0.256, -0.701], [3.306, -0.536, -1.150], [2.001, -1.626, -1.368]], "smiles": "CCc1ccc(O)cc1.CC(C)C", "homo_lumo_gap_ev": 9.3, "lumo_ev": 0.75, "total_charge": 0}

---

iii | {"formula": "C12H20O", "method": "the ωB97M-V functional and the def2-TZVPD basis", "elements": ["C", "C", "C", "C", "C", "C", "O", "C", "C", "H", "H", "H", "H", "H", "H", "H", "H", "H", "H", "C", "C", "C", "C", "H", "H", "H", "H", "H", "H", "H", "H", "H", "H"], "positions_angstrom": [[2.308, 3.377, 2.152], [1.544, 2.262, 2.861], [0.343, 1.701, 2.127], [0.434, 1.600, 0.737], [-0.614, 0.953, 0.026], [-1.772, 0.627, 0.713], [-2.859, 0.103, 0.086], [-1.781, 0.671, 2.129], [-0.782, 1.274, 2.831], [1.732, 3.957, 1.419], [3.176, 3.137, 1.539], [2.551, 4.052, 2.975], [2.238, 1.429, 3.047], [1.230, 2.589, 3.858], [1.070, 2.181, 0.086], [-0.607, 0.708, -1.027], [-3.459, -0.355, 0.663], [-2.702, 0.209, 2.480], [-0.708, 1.472, 3.892], [0.520, -1.172, -3.141], [-0.349, -2.012, -2.186], [-1.161, -3.080, -2.919], [0.408, -2.723, -1.085], [1.069, -1.861, -3.799], [1.207, -0.597, -2.516], [0.026, -0.499, -3.840], [-0.953, -1.199, -1.764], [-0.542, -3.934, -3.203], [-1.829, -3.539, -2.178], [-1.808, -2.677, -3.695], [-0.014, -3.693, -0.857], [1.505, -2.795, -1.255], [0.577, -2.166, -0.156]], "smiles": "CCc1ccc(O)cc1.CC(C)C", "homo_lumo_gap_ev": 9.1, "lumo_ev": 0.77, "total_charge": 0}

---

The data favor iii; the next most stable structure lies 29.1 kcal/mol above it.